No. 1
The following is a DFT calculation (the ωB97M-V functional and the def2-TZVPD basis) of a molecular structure, C4H7NO at a distorted geometry.

The geometry in ORCA input format:
```
! RIJCOSX wB97M-V def2-TZVPD def2/J DEFGRID3
* xyz 0 1
C 0.8817 -0.6000 0.7090
C 0.9866 -0.3077 -0.7954
C -0.2703 0.4456 1.1167
C -0.7306 0.5706 -0.2655
N -1.9718 0.1406 -0.8003
O -1.4437 1.4696 -1.0106
H 0.6052 -1.6491 0.6274
H 1.9107 -0.4779 1.1776
H 1.7306 0.4581 -0.9441
H 0.9221 -1.1668 -1.3995
H -1.0947 0.1340 1.9143
H 0.2181 1.3471 1.3746
H -1.7440 -0.3641 -1.7042
*
```

=====

No. 2
The following is a DFT calculation (the ωB97M-V functional and the def2-TZVPD basis) of a single C5H8O2 molecule.

The geometry in ORCA input format:
```
! RIJCOSX wB97M-V def2-TZVPD def2/J DEFGRID3
* xyz 0 1
O 2.0754 0.5074 0.7177
C 1.6563 -0.5148 -0.1907
C 0.1382 -0.4142 -0.0066
C -0.5063 0.9283 -0.3541
C -1.9037 0.3440 -0.1111
C -1.3087 -1.0579 0.0385
O -1.8062 -2.1102 0.3232
H 3.0314 0.4859 0.8164
H 2.0560 -1.4896 0.1067
H 2.0323 -0.2909 -1.2005
H 0.1045 -0.4859 1.0865
H -0.1669 1.7089 0.3211
H -0.3810 1.2706 -1.3857
H -2.6099 0.4080 -0.9417
H -2.4114 0.7104 0.7800
*
```

Properties
- SMILES: O=C1CC[C@@H]1CO

=====

No. 3
The following is a DFT calculation (the ωB97M-V functional and the def2-TZVPD basis) of a molecular structure, C25H19F10N3OSnTe4.

The geometry in ORCA input format:
```
! RIJCOSX wB97M-V def2-TZVPD def2/J DEFGRID3
* xyz 0 1
Sn 0.2941 -1.2173 0.7234
C -2.2223 -2.9754 0.0870
N -1.2549 -2.1608 -0.6703
C -0.4617 -2.9826 -1.5970
C 0.2451 -4.0449 -0.8061
N 0.9189 -3.3964 0.3039
C 1.7140 -4.2392 1.0596
C 1.7669 -5.6469 0.9897
F 0.9477 -6.3609 0.1847
C 2.6260 -6.4178 1.7569
F 2.5984 -7.7465 1.6224
C 3.4869 -5.8440 2.6667
F 4.3050 -6.5918 3.4121
C 3.4669 -4.4674 2.7831
F 4.2830 -3.8544 3.6410
C 2.6123 -3.7223 2.0013
F 2.6761 -2.3910 2.1370
C -1.9089 -1.0807 -1.4182
C -2.4141 -0.0521 -0.4484
N -1.3137 0.3164 0.4231
C -1.4187 1.5840 0.9487
C -0.3077 2.2463 1.4718
F 0.8551 1.5816 1.4765
C -0.3030 3.5407 1.9397
F 0.8326 4.0813 2.3869
C -1.4686 4.2824 1.9226
F -1.4842 5.5541 2.3325
C -2.6178 3.6610 1.4791
F -3.7773 4.3239 1.5017
C -2.5981 2.3488 1.0346
F -3.8048 1.8188 0.7371
H -2.8106 -3.5874 -0.6016
H -2.8873 -2.3219 0.6443
H -1.6944 -3.6192 0.7872
H 0.2535 -2.3159 -2.0864
H -1.1074 -3.4197 -2.3659
H 0.9456 -4.5540 -1.4755
H -0.4821 -4.7958 -0.4871
H -2.7110 -1.4818 -2.0471
H -1.1467 -0.6304 -2.0524
H -3.2778 -0.4328 0.1059
H -2.7763 0.7949 -1.0363
Te -0.2071 -1.2572 3.3952
Te 2.1578 -0.0969 4.2014
Te 3.7193 0.6521 2.0420
Te 2.6951 -0.3741 -0.2881
C -0.6768 2.1663 -3.8950
C -0.0558 2.2466 -2.5217
O 0.2283 1.2478 -1.8934
C 0.2224 3.5897 -1.9321
C 1.1710 3.6765 -0.9155
C 1.4635 4.9039 -0.3452
C 0.7940 6.0445 -0.7711
C -0.1605 5.9607 -1.7752
C -0.4375 4.7364 -2.3647
H -0.7126 1.1272 -4.2133
H -0.1009 2.7534 -4.6103
H -1.6895 2.5726 -3.8810
H 1.6727 2.7733 -0.5867
H 2.1995 4.9665 0.4450
H 1.0139 7.0016 -0.3165
H -0.6912 6.8469 -2.0964
H -1.1843 4.6793 -3.1455
*
```

=====

Record-wise energy values, in a.u.: -286.416565; -345.726887; -3488.558822
Record-wise ΔE to the lowest compared entry with this formula, charge and spin values, in eV: 5.853; 2.124; 0.000